Computed, not measured: 5 unconnected molecules or ions with the total composition C21H50NO6, with ωB97M-V with the def2-TZVPD basis set.

```
78
Properties=species:S:1:pos:R:3:forces:R:3
O 0.82557 0.15792 -0.32329 0.0 0.0 0.1
O -2.41548 -3.99550 4.09118 0.0 0.0 0.1
O -2.29750 -0.19847 -5.85096 0.0 0.0 0.0
O -0.24769 4.37967 -0.23384 -0.1 0.3 0.1
O 3.20150 -1.91849 3.50678 0.1 0.0 0.0
O -0.11627 6.53689 0.29181 0.1 -0.1 0.0
N 3.89794 5.90911 2.77132 -0.2 0.1 -0.2
C 2.77795 -3.07807 4.19190 0.0 0.0 0.1
C -0.20320 5.25075 0.59778 -0.1 -0.4 -0.2
C -1.84173 -3.53035 1.73775 -0.1 0.1 0.0
C 0.14620 1.25191 -0.93566 0.0 0.0 0.0
C -1.08655 0.82781 -1.71318 0.0 -0.1 0.0
C 2.30400 -0.34261 -2.22713 0.0 0.1 0.0
C 3.53792 6.04408 1.38417 0.2 -0.1 0.4
C 1.43290 7.32364 2.07718 -0.1 0.0 -0.1
C 1.30367 -0.84158 -1.19724 0.0 0.0 0.0
C -2.64791 -1.31373 -8.01991 0.0 0.0 0.1
C -1.66436 -4.40944 2.96344 0.1 0.0 -0.1
C 2.63459 7.28373 1.12142 0.0 0.1 0.1
C 0.93448 -1.13298 2.93654 -0.1 -0.1 0.1
C 0.06956 7.43842 1.40955 0.1 0.3 0.3
C -3.81843 -3.94403 3.91879 -0.1 0.0 0.0
C -0.59531 -1.79324 -5.05290 0.0 0.1 -0.1
C 2.34053 -1.46178 2.47306 -0.1 0.0 -0.1
C -2.05511 -1.37362 -5.09976 0.0 -0.1 0.1
C -1.92862 -0.24363 -7.21525 0.0 0.0 -0.1
C 2.60537 -4.30084 3.30405 0.0 0.0 -0.1
C -4.45065 -5.27712 3.55463 0.1 0.0 0.0
H 1.78559 -1.57683 -0.54977 0.0 0.0 0.0
H -2.86552 -3.54875 1.36072 0.0 -0.1 0.0
H 2.33694 -5.16645 3.91229 0.0 0.0 0.0
H -2.18476 0.74162 -7.60545 0.0 0.0 0.0
H -0.09468 8.43604 0.99061 0.0 -0.2 -0.1
H 3.55875 -3.27034 4.92902 0.0 0.0 0.0
H 1.48573 6.43749 2.72514 0.1 0.1 -0.1
H 3.02276 5.14960 0.97413 -0.1 0.1 -0.1
H -1.58511 -2.49642 1.96899 0.0 0.0 0.0
H -0.72741 7.25700 2.14587 0.0 0.0 -0.2
H -0.84293 -0.35319 -7.31988 0.0 0.0 0.0
H 0.82861 1.82066 -1.57322 0.0 0.0 0.0
H -2.35713 -1.24602 -9.06909 0.0 0.0 0.0
H -4.08964 -3.17935 3.18193 0.0 0.0 0.0
H -2.39309 -1.13814 -4.09027 0.0 0.0 0.0
H -4.10605 -5.64431 2.58713 0.0 0.0 0.0
H 1.85949 0.38286 -2.90968 0.0 0.0 0.0
H 2.29270 7.30010 0.07699 0.1 0.0 0.0
H 1.50892 8.18170 2.75713 -0.1 -0.2 0.0
H 4.41919 6.20245 0.71748 -0.1 -0.1 -0.1
H 3.53273 -4.52212 2.77337 0.0 0.0 0.0
H -0.48190 -2.66555 -4.40767 0.0 0.0 0.0
H 0.42224 -2.01149 3.33661 0.0 0.0 0.0
H 0.95371 -0.37160 3.71720 0.0 0.0 0.0
H -0.83935 0.16623 -2.54685 0.0 0.1 0.0
H -1.78731 0.29809 -1.06374 0.0 0.0 0.0
H -4.21368 -6.03096 4.30689 0.0 0.0 0.0
H 1.85462 -2.88442 4.75104 0.0 0.0 0.0
H -2.40564 -2.31967 -7.67447 0.0 0.0 0.0
H 0.47070 -1.35597 -1.69562 0.0 0.0 0.0
H -4.20506 -3.60627 4.88068 0.0 0.0 0.0
H -1.18804 -3.87734 0.93622 0.0 0.0 0.0
H -0.27734 5.02816 1.67454 0.1 0.2 0.0
H 2.67246 -1.17955 -2.82367 0.0 0.0 0.0
H -0.62513 -4.37320 3.29333 0.0 0.0 0.0
H -0.20923 -2.05787 -6.03844 0.0 0.0 0.0
H -3.72863 -1.18305 -7.94909 0.0 0.0 0.0
H 0.35364 -0.75707 2.09346 0.1 0.1 0.0
H 3.25781 8.17188 1.28433 -0.1 -0.1 0.0
H -5.53481 -5.16954 3.50022 0.0 0.0 0.0
H 3.65280 4.96571 3.06312 0.1 0.0 0.0
H 1.81804 -4.15941 2.56174 0.0 0.0 0.0
H 2.81629 -0.56717 2.07409 0.0 0.0 0.0
H 2.30810 -2.19486 1.65740 0.0 0.0 0.0
H -0.13276 1.91658 -0.12359 0.0 0.0 0.0
H -2.68320 -2.19707 -5.46068 0.0 0.0 0.0
H -1.88221 -5.45626 2.71870 0.0 0.0 0.0
H 0.02122 -0.98596 -4.65393 0.0 0.0 0.0
H 3.15074 0.13617 -1.73443 0.0 0.0 0.0
H -1.58657 1.70540 -2.12304 0.0 0.0 0.0
```
Forces are in eV/Å.

energy relative to the best compared isomer or geometry (same formula, charge and spin) = 0.0 kcal per mole
max |F| = 0.009 Eh/bohr
net charge = -1
E = -1336.2014 Ha